Entry 1:
The following is a quantum chemistry calculation of a structure of composition C39H74O21S7, from OMol25.

The geometry in XYZ format:
```
141
C39H74O21S7 (ωB97M-V/def2-TZVPD)
S -0.261 -2.355 -4.866
S 5.092 0.826 2.285
S 1.240 1.270 5.506
S -3.599 -1.334 0.614
S -0.236 -2.700 1.889
S 2.627 -2.890 -0.884
S 1.726 3.520 -3.492
O 1.653 -1.942 -1.545
O 3.025 3.865 -4.143
O -2.356 4.732 -1.485
O -3.775 3.492 -0.445
O -0.212 4.586 1.202
O 2.206 2.210 6.050
O 0.241 0.563 6.340
O -3.536 -2.640 1.272
O 0.547 4.342 -3.768
O -2.257 2.417 -1.528
O 1.056 -2.860 -5.112
O 1.411 3.189 1.687
O -0.382 -2.894 0.409
O 6.223 -0.126 2.230
O -3.191 -0.114 1.301
O -1.436 -3.230 -4.567
O -1.623 -0.623 -0.806
O -0.511 2.332 0.776
O 4.940 1.926 3.276
O 3.734 -2.484 -0.033
O 1.024 -2.319 2.470
C 1.452 -0.510 3.468
C -3.114 1.467 -1.083
C -0.974 -4.184 2.736
C 1.055 1.763 -3.978
C -1.543 -1.618 2.543
C -4.250 -1.676 -1.986
C 4.757 1.603 0.673
C -1.950 -0.490 -5.629
C 1.815 3.138 -1.668
C 2.268 -0.175 4.742
C -2.988 -1.385 -1.110
C -1.509 -3.696 4.063
C 0.420 1.783 3.914
C -0.808 -1.361 -6.318
C 0.854 6.144 2.770
C -0.559 -0.370 -0.255
C -0.243 -0.873 -3.755
C 0.176 3.299 1.170
C -5.389 -1.149 0.174
C 3.505 -0.132 2.185
C 3.218 -4.067 -2.270
C 2.762 0.247 0.895
C 1.040 0.837 2.869
C -2.120 -2.303 3.826
C -4.019 2.147 -0.054
C 3.771 0.673 -0.132
C 0.820 -0.819 -0.785
C -1.426 0.060 -4.204
C 2.209 4.378 1.522
C -5.590 1.867 -0.245
C 0.748 1.108 -2.627
C 0.999 5.337 1.544
C 3.216 -5.366 -1.482
C 1.888 -4.326 0.093
C -5.385 -0.840 -1.346
C 0.636 2.228 -1.511
C 1.922 -5.585 -0.803
C -0.668 0.443 1.055
C -2.801 3.648 -1.165
H 2.711 2.517 -1.690
H -0.121 6.536 3.061
H 1.511 -0.060 -0.419
H 0.985 5.348 3.503
H 4.202 2.513 0.901
H -2.797 -1.177 -5.620
H -3.600 2.120 0.952
H -1.852 -4.453 2.148
H 1.468 0.424 -2.179
H -5.972 0.971 0.243
H -2.713 -0.331 -1.106
H 1.781 3.954 -0.947
H -2.139 0.285 -6.372
H 0.797 -0.989 -1.861
H -2.314 -4.368 4.361
H 2.856 4.466 0.649
H -1.650 0.858 1.283
H -3.206 -2.326 3.740
H 2.206 -0.636 0.581
H -2.195 -2.077 -1.394
H 5.778 1.778 0.334
H -4.381 -2.750 -1.848
H -3.752 1.123 -1.897
H -0.619 1.529 4.124
H -0.356 2.674 -1.581
H -0.668 -3.773 4.753
H -1.040 1.063 -4.384
H 1.023 -3.952 0.640
H 2.091 1.079 1.105
H 1.077 -5.655 -1.488
H 0.208 1.849 -4.659
H -5.727 1.878 -1.326
H 0.595 1.842 -0.493
H -2.546 0.738 -0.506
H 3.449 1.274 -0.983
H -1.023 -1.944 -7.214
H -5.844 -2.138 0.213
H -4.047 -1.414 -3.025
H 2.847 4.506 2.397
H 4.139 -5.434 -0.907
H 2.019 -1.028 2.695
H 1.665 6.847 2.956
H 0.675 -0.296 -3.868
H -6.330 -1.215 -1.739
H 2.449 -1.022 5.405
H -0.400 -0.275 1.831
H 2.408 -3.903 -2.981
H 3.485 -6.206 -2.123
H -0.278 -1.225 -2.724
H 1.860 1.229 -4.484
H 1.658 -6.367 -0.091
H 3.219 0.279 4.468
H -5.833 -0.331 0.742
H 0.305 0.591 2.102
H 0.699 2.827 3.774
H 0.673 -1.221 3.741
H 0.028 -0.677 -6.468
H 1.038 -1.771 -0.302
H 3.008 0.039 3.139
H -2.178 -1.399 1.684
H 4.166 -3.587 -2.508
H 2.565 -4.500 0.930
H 1.280 5.974 0.706
H -5.202 0.200 -1.615
H -1.871 -1.787 4.753
H -0.107 0.432 -2.650
H 0.102 1.182 0.835
H -6.153 2.747 0.068
H 4.447 -0.088 -0.523
H -0.376 -5.092 2.812
H -1.034 -0.677 2.752
H 1.793 1.431 2.352
H 3.771 -1.180 2.316
H -2.284 0.216 -3.549
```

Results
highest occupied orbital energy: -7.30 eV
electronic energy: -5896.213964 Eh
relative energy (zero: lowest compared OMol25 entry of this formula, charge and spin): 3989.8 kJ/mol
charge: 0
LUMO: 0.005 hartree
gap between HOMO and LUMO: 7.4 eV

Atomic partial charges in e from the Löwdin method, atoms 1 to 5: S 0.73; S 0.77; S 0.77; S 0.84; S 0.84

Entry 2:
The following is a quantum chemistry calculation of a structure of composition C23H24BI2N8OV, from OMol25.

The geometry in XYZ format:
```
60
C23H24BI2N8OV (ωB97M-V/def2-TZVPD)
I -3.090 3.237 1.935
I -4.977 0.258 1.254
V -0.064 -0.622 -0.460
O 4.132 2.657 2.638
N -1.341 -1.130 1.030
N -0.655 1.099 -1.332
N 1.970 3.193 3.107
N -1.546 -3.001 -1.247
N 1.531 -0.214 -1.780
N 1.451 -0.592 0.949
N -0.821 -1.925 -1.699
N -1.603 -2.449 1.258
C -1.931 -2.616 2.531
C 2.633 1.545 -2.956
C -1.503 -0.498 2.215
C -1.896 1.595 -1.194
C -4.678 1.943 2.481
C 2.781 -1.427 2.731
C -0.997 -1.878 -3.048
C 1.747 0.664 1.328
C 1.555 1.046 -2.255
C -2.260 2.800 -1.766
C 3.103 -0.134 3.104
C 2.555 0.938 2.408
C -1.310 3.511 -2.471
C -2.126 -3.585 -2.278
C 1.942 -1.623 1.652
C 3.672 -0.604 -2.743
C -1.878 -1.389 3.190
C 3.711 0.704 -3.196
C -0.022 2.998 -2.615
C -1.822 -2.889 -3.454
C 0.276 1.782 -2.049
C 2.567 -1.023 -2.029
C 2.966 2.353 2.725
B -1.338 -3.595 0.192
H -2.159 -3.111 -4.452
H 4.570 1.069 -3.743
H -1.562 4.462 -2.923
H 2.499 -2.032 -1.639
H 2.230 4.119 3.410
H 2.639 2.563 -3.316
H -0.184 -3.963 0.301
H -2.722 -4.471 -2.120
H 3.780 0.052 3.929
H 1.331 1.476 0.735
H -0.530 -1.097 -3.627
H -2.185 -3.601 2.891
H 3.174 -2.283 3.261
H 4.483 -1.292 -2.932
H 0.723 3.539 -3.178
H -3.270 3.162 -1.642
H -2.589 1.006 -0.603
H -4.484 1.596 3.488
H -2.101 -1.189 4.224
H -1.374 0.573 2.276
H 1.644 -2.614 1.328
H -2.142 -4.472 0.347
H 1.074 2.834 3.389
H -5.577 2.544 2.439
```

Results
highest occupied orbital energy (spin up / spin down): -14.16 / -14.16 eV
multiplicity: 3
electronic energy: -2968.020463 Eh
relative energy (zero: lowest compared OMol25 entry of this formula, charge and spin): 57.9 kJ/mol
charge: +2
LUMO (spin up / spin down): -0.255 / -0.256 hartree
gap between HOMO and LUMO (spin up / spin down): 7.2 / 7.2 eV

Atomic partial charges in e from the Löwdin method, atoms 1 to 5: I 0.76; I 0.80; V 1.03; O 0.12; N -0.09

Entry 3:
The following is a quantum chemistry calculation of an isolated molecule of C8H14O2S, from OMol25.

The geometry in XYZ format:
```
25
C8H14O2S (ωB97M-V/def2-TZVPD)
S 0.259 1.600 0.330
O 0.950 2.475 -0.610
O 2.708 -2.071 -0.765
C -0.265 0.250 -0.653
C -1.540 -0.483 -0.176
C -2.593 0.578 0.166
C -1.331 -1.516 0.935
C -0.117 0.341 -2.156
C 1.741 0.688 1.439
C 2.256 -1.179 -0.110
C 2.750 0.025 0.579
H 1.979 1.775 1.770
H -1.105 0.601 -2.523
H 1.308 0.155 2.279
H -2.771 1.152 -0.739
H -2.162 -1.424 1.583
H -2.146 -1.017 -1.029
H 3.207 0.753 -0.132
H 0.327 -0.656 -2.615
H -0.409 -1.444 1.467
H 3.485 -0.469 1.241
H -1.337 -2.474 0.455
H -3.466 0.053 0.591
H -2.422 1.217 1.020
H 0.693 1.069 -2.347
```

Results
highest occupied orbital energy (spin up / spin down): -7.71 / -7.65 eV
electronic energy: -861.694298 Eh
relative energy (zero: lowest compared OMol25 entry of this formula, charge and spin): 436.5 kJ/mol
charge: 0
LUMO (spin up / spin down): 0.006 / -0.013 hartree
gap between HOMO and LUMO (spin up / spin down): 7.9 / 7.3 eV

Atomic partial charges in e from the natural (NBO) method, atoms 1 to 5: S 1.23; O -0.98; O -0.48; C -0.18; C -0.28

Entry 4:
The following is a quantum chemistry calculation of a cluster of 7 separate species, C31H36Cl2F4N2O2 in total, from OMol25.

The geometry in XYZ format:
```
77
C31H36Cl2F4N2O2 (ωB97M-V/def2-TZVPD)
Cl -0.211 1.054 0.718
Cl 0.778 0.449 -1.973
F 2.618 6.457 -5.782
F -1.433 -2.605 1.064
F 3.851 -5.464 4.262
F -3.945 -1.766 5.156
O 0.697 0.160 -7.958
O 4.048 2.081 3.599
N 1.836 2.523 3.483
N 0.575 2.231 -7.081
C 2.105 4.660 -4.383
C -4.260 -4.842 1.191
C -5.555 -1.489 3.492
C 2.328 3.919 -3.222
C -4.292 -1.209 3.987
C -3.303 -3.919 1.571
C 1.316 -3.171 3.099
C 2.315 -4.132 5.489
C 2.352 -4.083 3.114
C 0.720 3.065 -8.253
C -0.024 -0.216 -0.545
C -5.868 -1.127 2.199
C -3.682 -0.154 1.926
C -3.371 -0.529 3.225
C 2.826 5.806 -4.627
C 0.801 -2.668 4.299
C 3.893 5.621 -2.493
C -3.350 -4.840 -1.052
C 0.658 0.889 -6.980
C 2.910 1.713 3.384
C 0.698 0.378 -5.554
C 2.592 0.345 2.793
C -4.917 -0.492 1.389
C -4.298 -5.294 -0.136
C 3.737 6.276 -3.707
C 2.866 -4.561 4.303
C 1.266 -3.245 5.478
C -2.360 -3.514 0.665
C 1.930 3.906 3.934
C 3.211 4.423 -2.273
C -2.366 -3.944 -0.636
H 1.387 4.006 4.877
H -3.269 -5.226 -2.058
H 1.061 -2.721 2.147
H 0.656 2.429 -9.134
H 1.552 4.600 3.187
H 1.907 2.927 -3.136
H 1.679 3.583 -8.273
H -5.028 -5.222 1.848
H 0.519 2.731 -6.210
H 1.422 0.876 -4.902
H -0.991 -0.656 -0.750
H -2.931 0.411 1.390
H 2.803 -4.471 2.206
H -5.221 -0.289 0.372
H 0.800 -2.920 6.401
H 0.702 -0.960 -0.238
H -0.270 0.548 -5.077
H 4.480 6.127 -1.741
H -4.960 -6.103 -0.413
H 3.248 0.158 1.940
H 0.037 -1.906 4.342
H -3.376 -3.508 2.571
H 1.599 4.281 -5.263
H -6.189 -2.090 4.134
H 1.586 0.297 2.374
H 2.690 -4.536 6.423
H -1.676 -3.540 -1.367
H 0.969 -0.671 -5.470
H -0.091 3.789 -8.318
H 4.379 7.084 -4.046
H 0.911 2.235 3.231
H -2.439 -0.239 3.698
H 2.966 4.137 4.166
H -6.851 -1.298 1.781
H 2.767 -0.462 3.503
H 3.479 3.906 -1.360
```

Results
structure (SMILES): Fc1ccccc1.Fc1ccccc1.Fc1ccccc1.Fc1ccccc1.CNC(C)=O.CNC(C)=O.ClCCl
highest occupied orbital energy: -9.38 eV
electronic energy: -2782.687573 Eh
charge: 0
LUMO: 0.009 hartree
gap between HOMO and LUMO: 9.6 eV

Atomic partial charges in e from the Löwdin method, atoms 1 to 5: Cl 0.55; Cl 0.56; F 0.07; F 0.03; F 0.07

Entry 5:
The following is a quantum chemistry calculation of a structure of composition C36H54F6KN5O4S2Sb, from OMol25.

The geometry in XYZ format:
```
109
C36H54F6KN5O4S2Sb (ωB97M-V/def2-TZVPD)
Sb 2.680 0.540 -1.474
K -0.775 0.306 1.413
S -3.101 2.840 2.624
S -0.407 3.423 2.648
F 0.075 5.712 3.845
F -2.919 3.127 -0.018
F -4.869 3.547 0.820
F -0.612 5.907 1.798
F 1.410 5.237 2.208
F -3.251 4.975 1.060
O -0.315 3.006 1.267
O 0.456 2.781 3.593
O -4.241 3.055 3.458
O -2.785 1.498 2.207
N -0.978 -0.421 4.605
N -2.204 -1.913 2.535
N -1.866 3.610 3.196
N -3.320 -0.560 -0.048
N 0.666 -2.248 1.785
C -1.082 1.234 6.332
C 2.699 0.878 -4.643
C -3.090 0.339 5.415
C -3.548 3.672 1.019
C 1.629 -2.466 0.895
C -0.194 -3.252 2.010
C 2.927 3.127 0.069
C 1.991 0.112 -3.532
C 5.374 0.456 -0.097
C -3.005 -1.424 3.648
C -6.089 -0.561 0.220
C 4.829 -0.070 -1.422
C -0.386 0.410 5.466
C -1.596 -2.539 -2.962
C -2.949 -3.245 -2.741
C 1.791 -3.657 0.201
C 2.846 2.751 -1.413
C -0.885 -3.224 -4.133
C -4.082 0.270 -0.748
C -0.091 -4.482 1.385
C 2.146 -1.392 -3.742
C -2.306 -0.461 4.588
C -5.467 0.308 -0.657
C 5.726 0.406 -2.559
C 4.864 -1.598 -1.372
C -5.301 -1.443 0.945
C 0.918 -4.690 0.461
C -3.040 -2.441 1.454
C -1.286 -2.960 3.001
C 0.489 0.419 -3.550
C 0.143 5.179 2.620
C -0.690 -2.467 -1.727
C 1.539 3.316 -1.975
C -3.923 -1.421 0.777
C 4.024 3.377 -2.153
C -2.469 1.202 6.297
H -5.747 -2.155 1.628
H -3.055 1.858 6.927
H -3.674 -3.266 1.826
H -3.573 -3.278 -3.650
H 0.696 0.431 5.435
H -1.146 -1.759 -1.012
H 2.207 0.668 -5.601
H -3.517 -2.746 -1.955
H 0.022 -2.676 -4.391
H -3.887 -0.912 3.260
H -0.580 -4.235 -3.839
H -0.821 -5.255 1.595
H 4.735 0.180 0.747
H 5.792 1.493 -2.610
H -3.560 0.941 -1.420
H 3.190 -1.706 -3.704
H -0.829 -2.605 3.921
H -1.847 -3.884 3.223
H 0.991 -5.628 -0.075
H 2.298 -1.635 0.709
H 1.507 3.245 -3.064
H -2.384 -2.846 0.674
H 5.377 0.041 -3.527
H 1.455 4.377 -1.707
H 5.477 1.540 -0.105
H -4.169 0.315 5.327
H 3.823 2.740 0.550
H 6.743 0.018 -2.409
H -1.523 -3.307 -5.022
H 2.943 4.219 0.164
H 4.972 3.155 -1.657
H 4.626 -2.044 -2.334
H 0.269 1.487 -3.514
H 1.769 -1.645 -4.742
H -0.662 -3.460 -1.239
H -1.825 -1.512 -3.285
H -0.549 1.905 6.991
H 4.169 -1.998 -0.632
H 6.370 0.031 0.085
H -0.019 -0.100 -2.731
H 3.746 0.583 -4.743
H 5.873 -1.932 -1.094
H 0.660 2.810 -1.569
H 2.659 1.960 -4.484
H 2.059 2.766 0.620
H 3.910 4.470 -2.156
H 4.094 3.046 -3.191
H -3.374 -2.265 4.266
H 1.545 -1.958 -3.017
H -7.166 -0.560 0.336
H 2.564 -3.749 -0.548
H 0.066 0.022 -4.482
H -6.031 1.007 -1.260
H -2.775 -4.276 -2.415
```

Results
highest occupied orbital energy: -2.01 eV
electronic energy: -4214.673451 Eh
relative energy (zero: lowest compared OMol25 entry of this formula, charge and spin): 215.7 kJ/mol
charge: -1
LUMO: 0.075 hartree
gap between HOMO and LUMO: 4.1 eV

Atomic partial charges in e from the Löwdin method, atoms 1 to 5: Sb 1.62; K 0.68; S 0.58; S 0.56; F 0.13

Entry 6:
The following is a quantum chemistry calculation of a structure of composition C31H27GeN2O2V, from OMol25.

The geometry in XYZ format:
```
64
C31H27GeN2O2V (ωB97M-V/def2-TZVPD)
Ge 0.449 -2.939 2.690
V -0.024 -0.298 0.413
O 1.358 -0.503 -0.906
O -1.445 0.872 1.241
N 0.329 1.499 2.587
N 1.056 0.799 1.590
C 4.546 -1.664 4.793
C 3.090 0.028 0.632
C 2.596 -0.553 -0.516
C 0.282 -4.805 2.074
C -2.627 -2.450 6.292
C 2.202 -1.377 4.318
C -0.812 -2.794 4.182
C 3.366 -0.948 4.946
C -0.026 -1.706 1.377
C 3.095 1.467 2.723
C 1.252 -5.809 2.096
C -1.788 -1.798 4.130
C 3.503 -1.317 -1.432
C -1.890 1.982 3.310
C -2.688 -1.621 5.179
C -0.229 -7.375 1.020
C 2.349 0.763 1.629
C -2.382 3.325 5.248
C -3.216 1.577 3.268
C -3.708 2.908 5.214
C -4.123 2.033 4.221
C -1.477 2.863 4.302
C 4.551 -2.806 4.005
C 1.005 -7.079 1.576
C 3.380 -3.231 3.382
C -1.664 -3.453 6.355
C -0.936 1.423 2.293
C 2.178 -2.534 3.529
C -0.763 -3.617 5.309
C -1.213 -6.394 0.991
C -0.958 -5.130 1.507
H -3.520 0.896 2.484
H -0.424 -8.361 0.613
H -2.050 4.011 6.018
H -3.428 -0.829 5.128
H -5.154 1.701 4.185
H -4.410 3.260 5.961
H -2.183 -6.614 0.558
H 3.158 -1.196 -2.459
H 3.428 -4.110 2.759
H -0.010 -4.397 5.378
H 4.115 1.092 2.795
H 3.124 2.541 2.523
H -1.831 -1.155 3.254
H 4.543 -1.001 -1.349
H -3.325 -2.317 7.111
H 2.586 1.334 3.675
H 2.219 -5.626 2.535
H 3.352 -0.050 5.552
H 5.457 -1.330 5.276
H 5.468 -3.368 3.869
H -1.612 -4.101 7.222
H 4.158 -0.047 0.794
H 1.782 -7.835 1.609
H 3.449 -2.381 -1.184
H -1.734 -4.373 1.455
H 1.294 -0.793 4.444
H -0.439 3.168 4.324
```

Results
highest occupied orbital energy (spin up / spin down): -3.73 / -3.76 eV
multiplicity: 2
electronic energy: -4478.429928 Eh
charge: -1
LUMO (spin up / spin down): 0.104 / 0.103 hartree
gap between HOMO and LUMO (spin up / spin down): 6.6 / 6.6 eV

Atomic partial charges in e from the natural (NBO) method, atoms 1 to 5: Ge 1.51; V 0.93; O -0.72; O -0.73; N -0.44